# 1
Below is C39H57FN7O5PTi as an isolated structure, with properties calculated with the ωB97M-V functional and the def2-TZVPD basis.

XYZ file:
```
111
Properties=species:S:1:pos:R:3:forces:R:3:lowdin_charge:R:1
Ti 0.3927 -1.0854 0.1814 -2.0224 0.2864 -0.5926 1.24
C 5.1296 -1.2374 -2.9571 0.0262 0.0023 0.0176 0.02
C 5.5988 -1.4812 -1.6631 0.0173 0.0124 -0.1069 -0.01
C 4.7293 -1.4642 -0.5981 -0.1018 -0.0301 0.0850 0.03
C 3.3684 -1.2004 -0.8358 -0.0188 0.0150 -0.0540 -0.22
C 2.9019 -0.9335 -2.1299 -0.0479 0.0163 0.1215 -0.03
C 3.7847 -0.9581 -3.1868 0.0763 0.0012 -0.0600 -0.02
N 2.4439 -1.1762 0.2312 0.8577 -0.0265 0.1927 -0.03
N 2.8860 -1.3941 1.3853 0.1706 0.0819 0.3175 0.17
C 1.9880 -1.2768 2.4553 0.0750 0.0150 -0.1122 -0.29
C 2.4456 -1.5364 3.7253 0.1071 -0.0159 0.1807 0.08
C 1.5555 -1.3930 4.7883 0.0666 -0.0164 0.0164 0.05
C 0.2547 -0.9834 4.5345 -0.0411 0.0138 0.0349 0.03
C -0.1308 -0.7424 3.2276 0.0321 0.1028 -0.0327 -0.06
N 0.7202 -0.8818 2.2033 0.2388 -0.1686 0.2191 0.00
H 5.8202 -1.2614 -3.7907 -0.0013 -0.0030 0.0164 0.14
H 6.6479 -1.6849 -1.4967 -0.0062 -0.0033 -0.0090 0.14
H 5.0832 -1.6546 0.4043 0.0089 -0.0040 0.0009 0.12
H 1.8608 -0.7066 -2.3153 -0.0417 0.0047 -0.0089 0.09
H 3.4362 -0.7648 -4.1922 0.0046 0.0011 0.0063 0.13
H 3.4753 -1.8385 3.8651 -0.0141 0.0020 0.0300 0.15
H 1.8795 -1.5921 5.8025 0.0071 -0.0018 -0.0142 0.15
H -0.4572 -0.8495 5.3378 0.0083 0.0083 -0.0072 0.14
H -1.1323 -0.4091 2.9890 -0.0357 -0.0114 -0.0050 0.12
O -0.0622 0.6073 -0.0783 0.1420 0.2975 -0.2218 -0.41
P -0.2409 2.2581 -0.0222 -0.1788 0.0027 0.0406 1.07
C 0.9964 2.7740 1.2072 0.0987 -0.0067 -0.1490 -0.30
C 2.4047 2.1321 1.0276 -0.0042 -0.0172 0.0139 -0.18
C 3.5729 3.0984 0.8423 -0.0370 0.0504 0.0385 -0.18
C 3.4772 4.2414 1.8435 -0.0376 -0.0155 -0.0113 -0.17
C 2.2584 5.0899 1.5153 0.0065 -0.0701 0.0324 -0.17
C 0.9321 4.3073 1.5534 0.0489 0.0000 0.0132 -0.15
C -1.8865 2.4085 0.7296 -0.0644 -0.0703 -0.0817 -0.33
C -2.3361 3.8510 1.0646 -0.0404 -0.0109 0.0177 -0.17
C -3.8143 3.8388 1.4566 -0.0030 -0.0301 -0.0248 -0.16
C -4.7234 3.4153 0.2866 0.0398 0.0093 0.0100 -0.16
C -3.9494 2.6362 -0.7807 -0.0028 0.0252 0.0553 -0.18
C -2.9596 1.6678 -0.1308 -0.0170 0.0876 0.0658 -0.20
C -0.3556 2.8109 -1.7565 0.1445 -0.1298 0.0179 -0.32
C -0.0608 4.3148 -1.9541 -0.0053 0.0102 -0.0091 -0.15
C 1.4328 4.6097 -1.9866 -0.0367 -0.0851 -0.0461 -0.17
C 2.1411 3.7817 -3.0516 -0.0241 0.0059 -0.0333 -0.16
C 1.9173 2.2909 -2.8125 -0.0392 0.0285 0.0341 -0.18
C 0.4273 1.9587 -2.7715 0.0582 0.1073 0.0264 -0.17
H 0.5280 2.2496 2.0502 0.0459 0.0324 0.0945 0.11
H 2.3992 1.4097 0.2079 -0.0097 -0.0241 -0.0240 0.06
H 2.6061 1.5677 1.9430 -0.0220 -0.0263 0.0024 0.11
H 3.5940 3.5010 -0.1739 0.0043 -0.0117 0.0040 0.11
H 4.4986 2.5358 0.9733 -0.0055 -0.0023 -0.0097 0.13
H 4.3747 4.8566 1.8038 -0.0016 0.0073 0.0056 0.13
H 3.4121 3.8432 2.8627 0.0177 0.0135 -0.0135 0.13
H 2.4059 5.5451 0.5367 -0.0002 0.0144 -0.0142 0.11
H 2.1630 5.9169 2.2176 -0.0075 0.0095 0.0112 0.13
H 0.2124 4.8214 0.9161 -0.0086 -0.0046 -0.0145 0.09
H 0.5296 4.3728 2.5642 -0.0111 -0.0146 0.0036 0.12
H -1.7562 1.8798 1.6825 -0.0575 -0.0005 0.0291 0.12
H -2.1865 4.5184 0.2128 -0.0036 -0.0166 -0.0023 0.12
H -1.7444 4.2417 1.8889 0.0358 0.0114 -0.0049 0.11
H -4.0908 4.8294 1.8129 -0.0121 -0.0038 0.0158 0.13
H -3.9425 3.1667 2.3111 0.0061 -0.0007 -0.0170 0.12
H -5.1822 4.2886 -0.1744 0.0046 0.0087 -0.0068 0.13
H -5.5458 2.8049 0.6625 -0.0059 0.0061 0.0066 0.12
H -3.4127 3.3289 -1.4352 -0.0014 -0.0225 0.0019 0.11
H -4.6376 2.0873 -1.4247 0.0061 0.0027 -0.0142 0.12
H -2.4899 1.0479 -0.9039 0.0263 0.0176 -0.0282 0.08
H -3.5211 0.9986 0.5332 0.0245 -0.0044 -0.0009 0.11
H -1.4263 2.6479 -1.9148 -0.0132 0.0020 -0.0933 0.11
H -0.5746 4.9277 -1.2120 0.0107 0.0061 0.0067 0.10
H -0.5038 4.5761 -2.9193 -0.0269 -0.0003 0.0171 0.14
H 1.8657 4.3758 -1.0123 0.0214 0.0269 0.0126 0.07
H 1.5894 5.6749 -2.1552 -0.0058 0.0077 0.0053 0.14
H 3.2079 4.0057 -3.0623 -0.0056 0.0023 0.0084 0.13
H 1.7565 4.0497 -4.0402 0.0260 0.0033 0.0045 0.13
H 2.3984 1.9972 -1.8679 -0.0061 0.0048 -0.0321 0.09
H 2.3948 1.7089 -3.6016 0.0023 -0.0226 0.0107 0.12
H 0.2533 0.8939 -2.5977 -0.0245 -0.0609 -0.0113 0.08
H -0.0110 2.1788 -3.7486 -0.0091 0.0116 0.0052 0.14
N -4.6054 -3.3145 -0.4813 0.0434 0.0490 0.0054 0.09
C -4.3906 -2.3997 0.6956 0.0063 -0.0195 -0.0897 -0.07
C -2.8988 -2.2388 0.9645 0.0623 -0.0961 -0.0366 -0.15
N -2.1377 -1.7456 -0.2066 0.1333 0.2627 0.0474 -0.06
C -2.3766 -2.6599 -1.3502 -0.0181 -0.0418 0.0957 -0.15
C -3.8506 -2.8249 -1.6909 -0.0398 0.0129 0.0758 -0.06
H -5.6051 -3.3834 -0.6947 -0.0273 0.0170 -0.0101 0.20
H -4.3085 -4.2658 -0.2448 -0.0039 -0.0287 0.0022 0.20
H -4.9057 -2.8189 1.5577 -0.0048 -0.0281 0.0170 0.16
H -4.8597 -1.4501 0.4377 -0.0207 0.0083 -0.0046 0.14
H -2.4640 -3.1960 1.2646 0.0290 0.0134 0.0263 0.13
H -2.7848 -1.5565 1.8048 -0.0093 0.0409 0.0040 0.12
H -2.5011 -0.8261 -0.4563 -0.0283 -0.0019 0.0083 0.08
H -1.9531 -3.6375 -1.0962 0.0083 0.0045 -0.0353 0.13
H -1.8576 -2.3041 -2.2364 0.0098 0.0261 -0.0220 0.14
H -3.9909 -3.5398 -2.4994 0.0083 -0.0348 -0.0054 0.16
H -4.3080 -1.8792 -1.9815 -0.0226 0.0062 -0.0066 0.15
F -0.9086 -7.2405 2.8691 -0.0009 -0.0197 -0.0122 0.14
C -0.7634 -7.0257 1.5740 -0.0825 -0.1499 0.0597 -0.19
C -0.0450 -6.0062 1.1242 0.2506 0.1230 -0.2009 0.04
N 0.0807 -5.7551 -0.2513 -0.0550 -0.0682 0.1040 0.00
C 0.9485 -4.7315 -0.7734 -0.0386 -0.0724 -0.1480 -0.02
C 0.4997 -3.3588 -0.4013 -0.0213 0.0953 0.1073 -0.47
O 0.4422 -2.3842 -1.2604 0.3889 -0.2184 0.2068 -0.07
O 0.2146 -3.0033 0.7897 0.2008 -0.4159 -0.2341 -0.04
C -0.4713 -6.6211 -1.2181 -0.1505 0.1078 0.0744 -0.46
O -0.3575 -6.3954 -2.4000 -0.0399 0.0149 0.0391 0.11
N -1.1759 -7.6694 -0.6952 -0.0110 -0.0002 0.0302 0.23
C -1.4197 -7.9796 0.6599 0.0075 0.0008 -0.0604 -0.37
O -2.0947 -8.9036 0.9925 -0.0330 -0.0113 -0.0096 0.19
H 0.4730 -5.3492 1.8059 0.0374 0.0504 -0.0352 0.14
H 0.9210 -4.8098 -1.8604 0.0667 -0.0707 -0.0480 0.15
H 1.9946 -4.8412 -0.4515 -0.0549 0.0320 0.0782 0.18
H -1.5580 -8.3204 -1.3726 0.0024 -0.0314 -0.0066 0.19
```
Forces are in eV/Å.

## Properties
net charge = +4
molecular weight = 801.768 g/mol



# 2
Below is C39H58BIN8O2Sr as an isolated structure, with properties calculated with the ωB97M-V functional and the def2-TZVPD basis.

XYZ file:
```
110
Properties=species:S:1:pos:R:3:forces:R:3:lowdin_charge:R:1
Sr -0.1317 -0.0320 -0.1120 3.3705 0.2119 1.1679 1.35
C 3.9102 -2.5588 0.0662 0.0943 -0.0451 0.0428 -0.05
C 3.1141 -1.2633 0.0223 -0.0433 0.0052 0.0363 -0.55
O 1.9572 -1.3646 -0.4865 -0.3340 0.1992 0.0616 -0.25
C 3.7077 -0.1328 0.5598 -0.0105 -0.0098 -0.0256 -0.07
C 3.1539 1.1743 0.7874 0.0203 0.0722 0.0192 -0.37
C 4.0926 2.1637 1.4472 0.0588 0.0253 -0.0140 -0.07
N 1.9451 1.5442 0.4759 0.3586 -0.3036 0.0882 -0.04
N 1.6699 2.8747 0.8217 -0.2564 -0.0538 -0.2095 0.03
C 0.5258 3.2589 0.3143 -0.1837 -0.0791 0.2547 -0.53
O -0.2748 2.6062 -0.4296 -0.0743 -0.1983 0.0246 -0.15
C 0.0796 4.6348 0.7544 0.0412 0.0278 -0.1268 -0.13
C 0.8258 5.4273 1.6254 0.0005 0.0480 0.0363 -0.04
C 0.3610 6.6733 2.0241 0.0178 -0.0670 -0.0222 -0.11
C -0.8608 7.1513 1.5603 0.0020 -0.0354 -0.0192 -0.13
C -1.6096 6.3672 0.6919 -0.0088 -0.0050 -0.0041 -0.11
C -1.1412 5.1213 0.2943 0.0373 -0.0213 -0.0017 -0.04
H 3.6558 -3.1700 -0.8016 0.0140 0.0243 -0.0260 0.07
H 3.6170 -3.1137 0.9628 -0.0302 0.0191 -0.0209 0.07
H 4.9895 -2.3916 0.1004 -0.0315 -0.0026 0.0177 0.06
H 4.7113 -0.2765 0.9413 -0.0010 0.0205 0.0070 0.07
H 5.0590 1.6988 1.6431 0.0028 0.0109 0.0068 0.05
H 3.6626 2.5251 2.3826 -0.0170 -0.0313 -0.0062 0.07
H 4.2298 3.0445 0.8164 -0.0083 -0.0175 -0.0051 0.06
H 1.7667 5.0337 1.9872 0.0004 -0.0019 -0.0078 0.10
H 0.9519 7.2731 2.7079 -0.0034 0.0040 0.0016 0.09
H -1.2258 8.1215 1.8785 -0.0040 0.0012 -0.0046 0.08
H -2.5670 6.7248 0.3261 0.0064 0.0145 0.0089 0.08
H -1.6991 4.4778 -0.3754 -0.0195 0.0127 -0.0040 0.10
C 2.7492 0.4636 -2.9803 0.0505 -0.0075 0.0966 -0.06
C 1.7693 0.7151 -4.1159 -0.0863 0.2126 -0.0639 -0.37
C 1.7927 -0.4300 -5.1325 -0.0092 -0.0764 0.0079 -0.08
C 0.3582 0.9446 -3.6443 0.0771 -0.2564 0.1159 -0.28
C -0.6406 1.6953 -4.2710 0.1205 0.0551 0.1015 0.01
C -1.7900 1.5388 -3.5165 0.5259 -0.1257 -0.4413 -0.19
C -3.0880 1.9090 -4.2317 0.0035 0.0049 0.0034 -0.34
C -4.1337 2.8765 -3.6748 -0.0620 -0.1129 -0.0012 -0.07
C -3.7669 0.6504 -4.7737 -0.1200 0.0037 0.0442 -0.05
N -1.4610 0.7382 -2.4550 -0.3003 -0.0490 0.0521 0.01
N -0.1275 0.3455 -2.5776 -1.2334 0.5127 0.2480 0.04
B -2.5128 0.2883 -1.3113 -1.2603 -0.1378 -0.5568 -0.47
N -2.5422 -1.2813 -1.1706 -0.6026 -0.1163 -0.2995 0.02
N -1.5927 -2.0446 -0.5571 -0.0757 0.2640 -0.1824 0.04
C -2.0033 -3.2996 -0.5620 -0.0169 0.3409 0.0426 -0.26
C -3.2627 -3.3700 -1.1801 0.1310 -0.3207 -0.0368 0.02
C -3.5691 -2.0841 -1.5675 0.0560 -0.0867 0.2474 -0.21
C -4.8431 -1.6876 -2.2569 0.0054 0.0572 0.0110 -0.38
C -6.0514 -1.9847 -1.3649 -0.0246 -0.0075 0.0131 -0.07
C -4.9814 -2.4176 -3.5966 -0.0126 -0.0248 0.0267 -0.07
C -1.2003 -4.3887 0.0921 -0.1289 -0.0925 -0.0646 -0.37
C 0.3083 -4.1547 0.0163 0.1209 0.0416 -0.0343 -0.08
C -1.6458 -4.5491 1.5504 0.0310 0.0086 0.0290 -0.08
N -2.6646 0.9504 0.1526 -0.0929 0.2112 0.0467 0.00
N -1.9966 0.5925 1.3210 -0.6015 -0.0627 -0.8460 0.00
C -2.4947 1.3049 2.3058 0.0173 0.0842 -0.0785 -0.27
C -3.5169 2.1428 1.8273 0.0674 -0.0361 0.0584 0.04
C -3.5916 1.8968 0.4750 0.0275 -0.0835 0.3834 -0.22
C -4.5470 2.5527 -0.4645 0.2099 0.1899 -0.1665 -0.37
C -5.8401 1.7605 -0.6452 -0.0119 -0.0652 -0.0078 -0.05
C -4.8805 3.9780 -0.0187 0.0218 -0.0077 0.0196 -0.06
C -1.8952 1.2292 3.6780 -0.0516 0.0179 -0.0554 -0.40
C -2.9493 1.4166 4.7635 -0.0718 0.0302 0.0431 -0.08
C -0.7727 2.2593 3.8068 0.0391 0.0708 0.0335 -0.06
H 3.7727 0.4414 -3.3657 -0.0072 -0.0127 -0.0115 0.08
H 2.5408 -0.4847 -2.4863 -0.0158 -0.0176 0.0047 0.06
H 2.6849 1.2269 -2.2019 -0.0240 0.0115 -0.0547 0.08
H 2.0640 1.6335 -4.6388 -0.0143 -0.0063 -0.0087 0.13
H 1.4928 -1.3604 -4.6445 0.0047 0.0116 0.0098 0.08
H 2.7988 -0.5695 -5.5369 0.0024 0.0131 -0.0021 0.07
H 1.1041 -0.2467 -5.9614 0.0182 0.0116 0.0002 0.07
H -0.5521 2.2581 -5.1896 -0.0086 -0.0356 0.0563 0.11
H -2.6827 2.4272 -5.1037 -0.0229 0.0142 -0.0130 0.11
H -4.8766 2.3725 -3.0548 0.0718 0.0257 -0.0574 0.06
H -4.6740 3.3128 -4.5201 0.0012 -0.0160 -0.0149 0.08
H -3.6900 3.6956 -3.1115 0.0519 0.0142 0.0264 0.09
H -4.1980 0.0647 -3.9638 0.0928 0.1077 -0.1571 0.04
H -3.0561 0.0177 -5.3063 0.0285 0.0131 0.0010 0.09
H -4.5767 0.9232 -5.4576 0.0025 -0.0075 -0.0142 0.08
H -3.5457 0.6056 -1.8403 0.2344 -0.0376 0.1159 0.10
H -3.8652 -4.2528 -1.3345 0.0222 0.0125 -0.0050 0.11
H -4.8198 -0.6164 -2.4452 -0.0597 -0.1096 0.1040 0.07
H -6.1447 -3.0603 -1.2018 -0.0006 -0.0137 0.0180 0.07
H -6.9746 -1.6302 -1.8327 0.0091 0.0064 0.0047 0.08
H -5.9505 -1.5095 -0.3880 0.0116 0.0100 -0.0282 0.08
H -5.0841 -3.4916 -3.4274 0.0055 -0.0144 -0.0080 0.07
H -4.1056 -2.2644 -4.2277 -0.0116 0.0242 0.0183 0.08
H -5.8670 -2.0732 -4.1383 0.0045 0.0095 0.0076 0.08
H -1.4384 -5.3151 -0.4460 -0.0553 0.0324 -0.0188 0.12
H 0.6524 -3.5334 0.8444 -0.0193 0.0544 0.0078 0.02
H 0.6134 -3.6399 -0.8941 -0.0520 -0.0370 -0.0437 0.07
H 0.8403 -5.1091 0.0644 -0.0124 -0.0030 0.0875 0.07
H -1.4119 -3.6376 2.1058 -0.0135 -0.0111 -0.0007 0.03
H -1.1025 -5.3685 2.0282 -0.0111 -0.0191 -0.0102 0.07
H -2.7188 -4.7464 1.6246 0.0094 -0.0073 -0.0093 0.07
H -4.0877 2.8636 2.3916 0.0046 -0.0465 -0.0532 0.10
H -4.0249 2.6249 -1.4123 -0.1024 -0.0114 0.1352 0.07
H -6.3708 1.6881 0.3071 0.0208 0.0087 0.0298 0.09
H -5.6556 0.7457 -0.9957 0.0280 0.0284 -0.0168 0.05
H -6.5003 2.2620 -1.3592 -0.0145 -0.0162 -0.0202 0.08
H -5.5129 3.9730 0.8729 0.0165 -0.0100 0.0112 0.07
H -5.4293 4.5021 -0.8064 -0.0022 -0.0228 -0.0184 0.08
H -3.9771 4.5410 0.2138 0.0033 0.0068 -0.0126 0.06
H -1.4465 0.2396 3.7730 0.0175 -0.0258 0.0258 0.01
H -3.3846 2.4213 4.7312 0.0133 -0.0071 -0.0265 0.07
H -2.5000 1.2870 5.7507 0.0130 -0.0143 -0.0098 0.07
H -3.7637 0.6947 4.6610 0.0251 -0.0001 0.0014 0.07
H -1.1535 3.2785 3.6762 -0.0166 -0.0227 -0.0118 0.08
H 0.0022 2.0896 3.0590 0.0151 -0.0165 -0.0302 0.06
H -0.3016 2.1864 4.7906 -0.0153 -0.0203 0.0007 0.07
I 0.7535 -1.5014 3.3519 0.0099 -0.1147 -0.0745 -0.30
```
Forces are in eV/Å.

## Properties
net charge = -2
relative energy (zero: lowest compared OMol25 entry of this formula, charge and spin) = 0.0000 eV
molecular weight = 896.283 g/mol



no.,gap between HOMO and LUMO (eV),E_HOMO (Ha),calculated total energy (eV)
1,4.65,-0.6572,-97124.730
2,4.89,-0.0340,-67021.182